C36H25Br2N2O7PSe2V | ωB97M-V/def2-TZVPD

Last column: Mulliken charge in e.
Atoms and positions in Å:
V 0.23 -0.66 -0.86  1.07
Se 0.58 -1.30 1.69  -0.66
P 1.70 0.36 2.59  0.20
Se 3.33 1.25 1.55  -0.38
C 2.26 -0.27 4.23  0.77
C 3.42 0.26 4.81  -0.24
C 3.81 -0.13 6.07  -0.66
C 3.06 -1.06 6.78  -0.40
C 1.91 -1.59 6.22  -0.70
C 1.51 -1.20 4.95  -0.41
C 0.50 1.65 3.10  0.59
C 0.99 2.87 3.55  -0.44
C 0.12 3.85 3.99  -0.64
C -1.25 3.62 3.98  -0.56
C -1.74 2.41 3.53  -0.57
C -0.87 1.42 3.09  -0.33
H 4.01 0.96 4.23  0.29
H 4.72 0.28 6.51  0.38
H 3.38 -1.37 7.77  0.35
H 1.33 -2.32 6.76  0.39
H 0.62 -1.62 4.51  0.30
H 2.06 3.06 3.53  0.39
H 0.51 4.80 4.33  0.39
H -1.94 4.39 4.32  0.40
H -2.81 2.22 3.51  0.36
H -1.25 0.47 2.74  0.40
Br -0.39 0.51 -5.79  -0.20
C 1.20 0.05 -4.86  -0.46
C 2.41 -0.02 -5.56  -0.47
C 3.57 -0.37 -4.93  0.07
Br 5.18 -0.45 -5.93  -0.28
C 3.57 -0.67 -3.55  0.57
C 4.69 -1.08 -2.79  -0.62
C 4.55 -1.37 -1.46  -1.22
C 3.28 -1.26 -0.86  -0.45
N 2.23 -0.87 -1.54  0.31
C 2.35 -0.58 -2.86  0.41
C 1.11 -0.21 -3.50  0.38
O 0.04 -0.16 -2.80  0.15
H 2.42 0.20 -6.62  0.41
H 5.66 -1.15 -3.27  0.31
H 5.39 -1.68 -0.86  0.43
H 3.13 -1.48 0.19  0.61
C -4.00 0.26 -0.14  -2.08
C -2.52 0.50 -0.21  1.35
O -1.81 -0.49 -0.45  -0.28
C -1.99 1.83 0.01  0.58
C -2.86 2.89 0.36  -0.74
C -2.38 4.14 0.65  -1.01
C -1.00 4.37 0.59  -0.50
C -0.13 3.38 0.24  -0.77
C -0.60 2.08 -0.09  0.27
O 0.26 1.20 -0.49  -0.15
H -4.19 -0.80 -0.34  0.35
H -4.52 0.86 -0.89  0.40
H -4.40 0.52 0.84  0.48
H -3.92 2.70 0.41  0.41
H -3.06 4.94 0.92  0.40
H -0.61 5.35 0.84  0.41
H 0.94 3.54 0.20  0.40
O -0.04 -4.69 -1.63  -0.75
C -0.56 -3.60 -1.80  -0.12
O -0.13 -2.49 -1.31  -0.39
C -1.79 -3.48 -2.67  0.15
C -2.37 -4.65 -3.15  -0.81
C -3.50 -4.61 -3.95  -0.48
C -4.07 -3.40 -4.29  -0.70
C -3.49 -2.24 -3.79  -0.36
C -2.36 -2.26 -2.99  0.61
N -4.11 -0.95 -4.11  1.03
O -4.91 -0.92 -5.03  -0.65
O -3.77 0.02 -3.46  -0.56
H -1.91 -5.59 -2.88  0.50
H -3.94 -5.53 -4.32  0.38
H -4.95 -3.32 -4.91  0.50
H -1.91 -1.33 -2.66  0.88

Summary:
- Multiplicity: 3
- Gap between HOMO and LUMO (spin up / spin down): 7.1050 / 7.1704 eV
- HOMO (spin up / spin down): -5.20 / -5.28 eV
- LUMO (spin up / spin down): 1.90 / 1.89 eV
- Total charge: -1

CH2F3NS | ωB97M-V/def2-TZVPD

Last column: Mulliken charge in e.
Atoms and positions in Å:
C -2.55 -0.46 -0.80  0.09
N -2.63 0.58 -1.28  -0.34
F 2.26 1.03 -0.06  -0.21
F 2.70 -0.33 -1.90  -0.15
F 0.02 0.22 2.39  -0.40
S 2.06 -0.55 -0.48  0.35
H -2.58 -1.40 -0.27  0.25
H 0.72 0.91 2.40  0.40

Summary:
- Multiplicity: 3
- Gap between HOMO and LUMO (spin up / spin down): 7.8231 / 10.2741 eV
- HOMO (spin up / spin down): -7.46 / -12.78 eV
- LUMO (spin up / spin down): 0.37 / -2.51 eV

C52H83AsCl3N6PRbSbSi3 | ωB97M-V/def2-TZVPD

Last column: Mulliken charge in e.
Atoms and positions in Å:
Rb 0.33 0.58 -0.57  1.18
N 0.95 2.36 2.00  0.65
C 1.65 2.10 3.21  -0.51
C 1.73 3.09 4.19  -0.83
C 2.44 2.87 5.36  -0.82
C 3.10 1.67 5.56  -0.85
C 3.00 0.68 4.60  -0.23
C 2.24 0.85 3.44  0.53
P 1.99 -0.53 2.27  2.22
C 1.12 -1.78 3.29  0.64
C 0.72 -2.95 2.64  -0.81
C 0.05 -3.95 3.33  -0.50
C -0.26 -3.79 4.67  -1.10
C 0.11 -2.62 5.32  -0.75
C 0.79 -1.62 4.64  -0.91
C 3.69 -1.21 2.19  0.23
C 4.71 -0.33 1.80  -0.49
C 6.01 -0.78 1.68  -0.59
C 6.33 -2.11 1.94  -0.73
C 5.32 -2.99 2.31  -0.56
C 4.01 -2.54 2.44  -0.39
H 0.66 3.33 1.95  0.16
H 1.54 2.18 1.19  -0.47
H 1.26 4.05 4.01  0.50
H 2.50 3.66 6.10  0.42
H 3.69 1.51 6.45  0.48
H 3.51 -0.27 4.76  0.50
H 0.93 -3.07 1.59  0.16
H -0.22 -4.87 2.81  0.49
H -0.77 -4.58 5.21  0.46
H -0.12 -2.49 6.37  0.47
H 1.08 -0.73 5.17  0.37
H 4.48 0.71 1.60  0.31
H 6.79 -0.08 1.40  0.49
H 7.35 -2.45 1.85  0.43
H 5.56 -4.02 2.52  0.48
H 3.25 -3.24 2.77  0.35
C 5.20 0.07 -1.66  -0.80
C 5.81 1.28 -1.90  -1.06
C 5.05 2.44 -1.92  -0.79
C 3.68 2.34 -1.69  0.41
N 3.09 1.17 -1.43  1.21
C 3.83 0.07 -1.41  -1.06
C 2.78 3.53 -1.75  0.54
C 3.13 4.65 -2.50  -1.19
C 2.27 5.73 -2.55  -0.98
C 1.07 5.66 -1.86  -0.70
C 0.80 4.50 -1.15  -0.25
N 1.62 3.46 -1.09  0.58
H 5.75 -0.86 -1.63  0.64
H 6.88 1.34 -2.08  0.47
H 5.51 3.40 -2.08  0.53
H 3.31 -0.85 -1.20  0.69
H 4.06 4.67 -3.05  0.42
H 2.52 6.61 -3.13  0.49
H 0.36 6.48 -1.86  0.54
H -0.13 4.40 -0.59  0.30
C 1.93 -5.51 0.30  -0.59
Si 2.08 -4.78 -1.43  -0.02
C 1.91 -6.16 -2.68  -0.92
C 3.77 -3.98 -1.60  -0.77
As 0.46 -3.05 -1.58  0.50
Si 0.53 -2.41 -3.87  0.17
C 2.12 -1.45 -4.12  -0.23
C 0.47 -3.82 -5.11  -1.12
C -0.93 -1.27 -4.22  -0.50
Si -1.60 -4.19 -1.41  0.30
C -2.98 -3.04 -1.99  -1.10
C -1.75 -5.82 -2.33  -1.05
C -1.88 -4.55 0.42  -0.39
H 2.57 -6.40 0.37  0.56
H 0.91 -5.82 0.53  0.15
H 2.26 -4.81 1.06  -0.02
H 2.77 -6.83 -2.57  0.39
H 1.89 -5.81 -3.71  0.19
H 1.01 -6.76 -2.51  0.27
H 4.53 -4.68 -1.24  0.54
H 3.86 -3.07 -1.01  -0.08
H 4.02 -3.75 -2.64  0.36
H 3.00 -2.03 -3.85  0.19
H 2.12 -0.52 -3.54  -0.41
H 2.21 -1.18 -5.17  0.46
H 1.43 -4.32 -5.20  0.33
H 0.23 -3.41 -6.09  0.37
H -0.28 -4.57 -4.87  0.22
H -1.09 -0.52 -3.45  -0.24
H -1.85 -1.82 -4.36  0.41
H -0.72 -0.73 -5.15  0.34
H -3.13 -3.13 -3.07  0.37
H -2.78 -1.98 -1.78  0.03
H -3.92 -3.32 -1.51  0.51
H -1.44 -5.76 -3.37  0.26
H -2.80 -6.13 -2.32  0.37
H -1.17 -6.61 -1.85  0.30
H -1.59 -3.72 1.06  -0.68
H -1.30 -5.42 0.74  0.52
H -2.93 -4.79 0.60  0.58
N -3.87 -0.54 3.50  0.16
C -2.51 -0.14 4.01  -1.15
C -1.66 0.33 2.83  1.81
N -1.58 -0.65 1.77  1.60
C -2.88 -1.09 1.31  1.00
C -3.77 -1.60 2.44  -1.02
H -4.33 0.29 3.11  0.10
H -4.46 -0.86 4.27  0.42
H -2.08 -1.02 4.48  0.36
H -2.65 0.64 4.76  0.37
H -0.67 0.57 3.20  -0.80
H -2.06 1.26 2.42  -0.63
H -1.01 -1.45 2.06  -1.11
H -2.77 -1.89 0.58  -1.01
H -3.38 -0.26 0.80  -0.22
H -3.34 -2.48 2.92  0.44
H -4.78 -1.83 2.10  0.44
Cl 2.31 1.90 -6.75  -0.08
C 0.95 2.72 -5.97  0.59
Cl 1.27 4.45 -5.82  -0.07
Cl -0.55 2.43 -6.86  -0.08
C 0.79 2.16 -4.62  -0.63
N 0.65 1.71 -3.58  0.29
C -2.51 6.15 0.65  -1.37
C -3.40 5.28 -0.24  0.62
C -4.85 5.70 -0.12  -1.57
Sb -2.96 3.18 0.12  0.02
C -4.53 2.57 1.52  2.90
C -5.99 2.59 1.08  -1.56
C -4.32 3.32 2.84  -1.42
C -3.65 2.34 -1.77  0.80
C -4.94 2.90 -2.36  -1.69
C -2.50 2.51 -2.77  -1.49
H -2.65 7.20 0.42  0.44
H -1.45 5.92 0.54  0.20
H -2.76 6.02 1.71  0.30
H -3.08 5.41 -1.28  0.35
H -5.20 5.64 0.92  0.27
H -5.52 5.11 -0.74  0.26
H -4.96 6.75 -0.42  0.49
H -4.24 1.52 1.67  -2.48
H -6.30 3.57 0.73  0.28
H -6.64 2.32 1.92  0.46
H -6.18 1.87 0.28  0.38
H -4.56 4.38 2.72  0.36
H -3.29 3.26 3.20  0.34
H -4.98 2.94 3.62  0.47
H -3.77 1.27 -1.56  0.31
H -4.83 3.96 -2.60  0.34
H -5.80 2.79 -1.69  0.29
H -5.17 2.38 -3.29  0.47
H -2.36 3.56 -3.03  0.30
H -2.72 1.97 -3.70  0.57
H -1.55 2.14 -2.39  0.06

Summary:
- Gap between HOMO and LUMO: 7.7891 eV
- HOMO: -12.11 eV
- LUMO: -4.32 eV
- Total charge: +2

C4H8O | ωB97M-V/def2-TZVPD

Last column: Mulliken charge in e.
Atoms and positions in Å:
C 0.19 1.15 -0.89  -0.57
C -0.84 1.15 0.26  -0.76
C 0.33 0.30 0.35  0.61
C -0.20 -1.82 -0.05  -0.87
O 1.29 0.32 1.27  -0.45
H -0.04 0.76 -2.00  0.19
H 0.87 1.99 -0.88  0.28
H -0.88 2.08 0.83  0.24
H -1.87 0.69 0.32  0.19
H 0.41 -2.21 -0.89  0.29
H -1.30 -1.70 -0.25  0.25
H 0.04 -2.48 0.85  0.27
H 2.00 -0.23 1.06  0.33

Summary:
- Gap between HOMO and LUMO: 9.4853 eV
- HOMO: -8.51 eV
- LUMO: 0.98 eV

C18H17F4N2 | ωB97M-V/def2-TZVPD

Last column: Mulliken charge in e.
Atoms and positions in Å:
C -4.63 -0.35 1.13  -0.53
C -4.56 -1.88 0.96  -0.45
C -3.10 -2.23 0.73  -0.60
N -2.35 -1.02 1.18  0.25
N -1.18 -0.97 0.62  -0.14
C -0.35 0.17 0.60  -0.63
C -3.20 0.17 1.07  -0.72
H -5.20 0.09 0.33  0.31
H -5.08 -0.07 2.08  0.27
H -4.90 -2.43 1.83  0.28
H -5.12 -2.21 0.10  0.30
H -2.70 -3.11 1.23  0.39
H -2.86 -2.34 -0.34  0.31
H 0.02 0.31 -0.39  -0.03
H -0.88 1.00 1.17  0.57
H -3.01 0.65 0.10  0.39
H -2.93 0.92 1.82  0.44
F 1.48 -0.69 -4.50  -0.29
C 1.70 -1.15 -3.22  0.05
C 2.15 -2.45 -3.03  -0.57
C 2.39 -2.88 -1.74  0.19
F 2.89 -4.14 -1.52  -0.29
C 2.15 -2.06 -0.61  -0.64
C 1.81 -0.72 -0.81  0.46
C 1.07 0.11 0.44  0.28
C 1.91 1.44 0.48  0.18
C 2.77 1.74 1.55  -0.37
C 3.25 3.06 1.71  0.23
F 3.93 3.34 2.88  -0.29
C 3.02 4.06 0.79  -0.77
C 2.15 3.74 -0.25  0.16
F 1.90 4.69 -1.21  -0.30
C 1.53 2.49 -0.38  -0.51
C 1.47 -0.29 -2.14  -0.34
H 2.38 -3.08 -3.88  0.49
H 2.23 -2.38 0.41  0.49
H 1.30 -0.51 1.34  0.89
H 3.11 0.93 2.19  0.44
H 3.52 5.00 0.86  0.51
H 0.85 2.30 -1.24  0.41
H 1.07 0.72 -2.32  0.16

Summary:
- Gap between HOMO and LUMO: 7.0260 eV
- HOMO: -12.40 eV
- LUMO: -5.37 eV
- Total charge: +1